[1]
C28H55O2Si4Tc | ωB97M-V with the def2-TZVPD basis set

```
90
C28H55O2Si4Tc | the OMol25 dataset | ωB97M-V with the def2-TZVPD basis set
O 0.7720 -3.7664 -2.5997
C 1.6474 -4.9017 -2.1382
C 1.2469 -5.8540 -3.2149
H 1.3413 -5.4272 -1.2486
H 2.7092 -4.6735 -2.2469
C 0.7169 -4.5651 -3.8705
H 0.4564 -6.5210 -2.8296
H 2.0062 -6.4367 -3.7118
C -0.6293 -4.8768 -4.4637
H -1.2737 -5.3453 -3.7116
H -0.4592 -5.6118 -5.2722
H -1.1215 -4.0013 -4.9096
C 1.7149 -3.8580 -4.7644
H 2.7028 -3.8535 -4.2784
H 1.4466 -2.8000 -4.8934
H 1.7890 -4.3037 -5.7554
Tc 0.4601 -1.2433 -1.8816
C 1.3599 0.5733 -1.3100
C 1.6811 -0.0779 -0.0774
C 2.7346 -0.9679 -0.3691
H 1.2734 0.2239 0.9031
C 2.9333 -0.9949 -1.7820
C 2.0964 0.0082 -2.3830
H 2.2272 0.4796 -3.3526
H 0.9582 1.5770 -1.3831
H 3.3908 -1.4162 0.3840
H 3.7007 -1.5570 -2.3272
C -1.0061 0.2496 -1.4182
C -0.8600 0.1928 -2.8443
C -1.2421 -1.1117 -3.2550
H -0.6077 1.0175 -3.5076
C -1.6545 -1.8516 -2.0990
C -1.4659 -1.0164 -0.9580
H -1.6396 -1.2830 0.0752
H -0.8817 1.0968 -0.7384
H -1.3597 -1.4821 -4.2693
H -2.1304 -2.8303 -2.0800
O -0.4625 -5.8193 1.0944
C -0.1718 -4.5569 0.4539
C 1.3019 -4.1973 0.7838
H -0.8711 -3.7850 0.8460
H -0.4573 -4.6611 -0.6125
C 1.7537 -5.2109 1.8933
H 1.4291 -3.1417 1.0426
H 1.9670 -4.3559 -0.0753
C 0.6314 -6.2254 1.9633
H 1.8651 -4.7281 2.8820
H 2.7309 -5.6940 1.6812
H 0.2640 -6.2740 2.9935
H 0.9451 -7.2590 1.7226
C 0.9904 3.8969 2.2695
Si -0.7824 3.4678 2.7492
C -1.1540 4.0377 4.5113
C -2.0209 4.3028 1.5979
Si -1.0162 1.1689 2.5132
Si 0.3144 0.1303 4.1271
C -0.4966 0.3478 5.8184
C 0.3402 -1.6948 3.6369
C 2.0216 0.9337 4.2302
Si -3.2339 0.6220 2.9569
C -3.7438 1.3818 4.6094
C -4.3038 1.3642 1.5918
C -3.3255 -1.2588 3.0608
H 1.0549 4.9740 2.0604
H 1.2991 3.3611 1.3618
H 1.7116 3.6618 3.0614
H -0.8319 5.0858 4.6047
H -2.2272 3.9972 4.7377
H -0.6223 3.4543 5.2735
H -1.8849 3.9731 0.5596
H -3.0590 4.0988 1.8868
H -1.8702 5.3912 1.6335
H -1.4790 -0.1376 5.8716
H 0.1507 -0.1221 6.5747
H -0.6162 1.4053 6.0894
H 0.6294 -1.8326 2.5864
H 1.0604 -2.2421 4.2631
H -0.6418 -2.1701 3.7709
H 2.5949 0.8243 3.3000
H 1.9485 2.0072 4.4539
H 2.6043 0.4673 5.0402
H -3.7531 2.4782 4.5665
H -4.7659 1.0404 4.8287
H -3.0988 1.0776 5.4418
H -3.9085 1.1308 0.5954
H -5.3168 0.9440 1.6632
H -4.3850 2.4554 1.6767
H -2.8861 -1.7546 2.1835
H -2.8140 -1.6436 3.9549
H -4.3842 -1.5519 3.1253
```

## Properties
strongest force on any atom: 2.43 eV/A
charge: +1
2S+1: 4
energy relative to the best compared isomer or geometry (same formula, charge and spin): 0.00 kJ/mol
expectation value of S²: 3.766
HOMO-LUMO gap (alpha / beta): 6.9015 / 6.5730 eV
E_HOMO (alpha / beta): -0.353 / -0.389 hartree


[2]
C38H57N6O10P2S2SiZn | ωB97M-V with the def2-TZVPD basis set

```
117
C38H57N6O10P2S2SiZn | the OMol25 dataset | ωB97M-V with the def2-TZVPD basis set
Zn -1.3534 -0.9769 1.6098
C -0.6234 -6.1142 1.9590
C -0.8145 -4.6140 1.8744
O 0.4371 -3.9750 1.9643
P -1.8587 -3.9368 3.2388
O -1.0611 -4.1427 4.5958
O -3.0949 -4.9376 3.5017
O -2.2981 -2.5544 3.0305
P -1.6934 -4.0509 0.3391
O -3.2419 -4.3654 0.8758
O -1.4807 -4.8901 -0.8560
O -1.5142 -2.5630 0.2634
H 0.1228 -6.3478 2.7208
H -0.2803 -6.4878 0.9941
H -1.5599 -6.6057 2.2145
H 0.3445 -3.0845 1.5821
H -0.4684 -4.8935 4.5978
H -3.7054 -4.8139 2.7702
H -3.7290 -4.5633 0.0730
C -2.2334 0.4340 2.9338
C -1.5824 1.7186 2.8410
C -0.2854 1.9017 3.3539
C 0.3870 3.0836 3.2126
C -0.2220 4.1697 2.5627
C -1.5333 4.0326 2.0997
C -2.1914 2.8314 2.2331
C 0.4811 5.3687 2.3931
N 1.0791 6.3423 2.2480
H -3.3006 0.4818 2.7405
H -2.0544 -0.0480 3.8846
H 0.1870 1.0710 3.8511
H 1.3927 3.1893 3.5980
H -2.0211 4.8800 1.6349
H -3.2044 2.7395 1.8648
N -5.3099 3.1448 -3.1828
C -5.4443 4.2362 -3.9942
C -6.4712 4.6865 -4.8054
C -6.2552 5.8671 -5.4883
C -5.0575 6.5753 -5.3664
C -4.0301 6.1330 -4.5602
C -4.2236 4.9458 -3.8608
N -3.4051 4.2847 -2.9933
C -4.0661 3.2252 -2.5987
C -3.5559 2.2418 -1.6711
C -4.2175 1.0397 -1.3925
C -3.6023 0.1189 -0.5668
N -2.4059 0.3128 -0.0278
C -1.7943 1.4697 -0.2478
C -2.3257 2.4623 -1.0489
H -5.9896 2.4209 -3.0332
H -7.3979 4.1384 -4.8982
H -7.0295 6.2509 -6.1360
H -4.9377 7.4920 -5.9254
H -3.1057 6.6801 -4.4620
H -5.1654 0.7926 -1.8487
H -4.0648 -0.8318 -0.3425
H -0.8286 1.5737 0.2250
H -1.8037 3.3867 -1.2312
C -1.1721 0.1302 -3.3931
C 0.3225 0.4113 -3.1836
C 0.5628 1.8550 -2.7399
C 1.0926 0.1655 -4.4896
O 0.7650 -0.5204 -2.2275
Si 1.8081 -0.5488 -0.9865
S 0.9994 -0.3386 0.9458
O 2.8428 0.6921 -1.2497
C 4.1777 0.9012 -0.8559
C 4.4708 0.2395 0.4856
C 5.0956 0.3167 -1.9358
C 4.3781 2.4169 -0.7401
O 2.6873 -1.9224 -1.0459
C 2.5683 -3.1054 -1.8114
C 1.1240 -3.5801 -1.8672
C 3.0829 -2.8290 -3.2280
C 3.4339 -4.1642 -1.1210
H -1.6530 0.9569 -3.9109
H -1.6413 -0.0202 -2.4266
H -1.2969 -0.7835 -3.9700
H 0.0464 2.5494 -3.3989
H 1.6283 2.0617 -2.7502
H 0.2098 1.9917 -1.7255
H 0.7475 0.8496 -5.2608
H 0.9387 -0.8557 -4.8350
H 2.1550 0.3259 -4.3140
H 4.3409 -0.8336 0.3938
H 3.7506 0.6019 1.2117
H 5.4833 0.4676 0.8120
H 4.8753 -0.7417 -2.0322
H 6.1425 0.4494 -1.6716
H 4.9037 0.8038 -2.8892
H 3.6996 2.8135 0.0105
H 4.1624 2.8968 -1.6915
H 5.4011 2.6511 -0.4545
H 0.4930 -2.8060 -2.2888
H 0.7645 -3.7837 -0.8639
H 1.0290 -4.4872 -2.4589
H 2.5690 -1.9546 -3.6113
H 2.8896 -3.6785 -3.8779
H 4.1524 -2.6294 -3.2211
H 3.0418 -4.3721 -0.1287
H 4.4571 -3.8086 -1.0265
H 3.4316 -5.0813 -1.7036
C 1.9651 -0.7817 7.0757
N 2.4308 -0.9274 5.7342
C 3.8223 -0.8963 5.3554
C 3.7567 -1.0237 3.8227
N 2.3794 -1.3969 3.5748
C 1.6282 -1.2211 4.6789
S -0.0071 -1.3671 4.7816
H 2.2313 0.2021 7.4763
H 2.3753 -1.5610 7.7277
H 0.8770 -0.8724 7.0381
H 4.3649 -1.7307 5.8208
H 4.2927 0.0397 5.6770
H 4.4342 -1.7892 3.4321
H 3.9926 -0.0753 3.3306
H 1.9606 -1.2232 2.6532
```

## Properties
strongest force on any atom: 1.40 eV/A
charge: -1
HOMO-LUMO gap: 6.3149 eV
E_HOMO: -0.168 hartree


[3]
C15H50O13 | ωB97M-V with the def2-TZVPD basis set

```
78
C15H50O13 | the OMol25 dataset | ωB97M-V with the def2-TZVPD basis set
C 7.1818 14.6870 6.5438
C 6.0372 14.4555 7.4621
O 5.7984 15.5206 8.4122
H 8.0939 14.9532 7.0186
H 7.0194 15.3651 5.7318
H 7.4257 13.6955 6.1576
H 6.2566 13.5955 8.0940
H 5.0952 14.2574 6.9561
H 5.2102 15.1363 9.0733
C 12.3337 15.4592 7.6073
C 10.9070 15.7512 7.9137
O 10.3248 14.9267 8.8679
H 12.7054 16.2290 6.9180
H 12.5115 14.4278 7.2439
H 12.8482 15.4318 8.5516
H 10.2679 15.6058 6.9893
H 10.8709 16.8151 8.2157
H 9.6141 15.4362 9.3119
C 12.3923 8.6052 8.1944
O 11.8397 9.9140 8.3667
H 11.9158 8.1319 7.3083
H 13.4787 8.6941 8.0342
H 12.1487 7.9302 9.0371
H 12.2979 10.4682 7.7035
C 13.9993 12.5239 9.7188
O 13.8551 12.0984 8.4124
H 13.3513 11.9991 10.3954
H 15.0593 12.3921 10.0023
H 13.8232 13.5980 9.8325
H 13.0858 12.6048 8.0517
C 6.3634 9.6559 10.5238
O 7.6887 9.0953 10.6336
H 6.1231 10.5051 11.1247
H 6.0469 9.8793 9.4833
H 5.7623 8.8560 10.9179
H 8.2790 9.6776 10.1248
C 11.5272 11.7339 5.0478
O 12.3541 11.9204 6.2229
H 10.6166 12.3187 5.2328
H 12.0380 12.1481 4.1969
H 11.2161 10.7106 4.9789
H 13.2284 11.7514 5.8582
C 9.0899 11.9110 8.4794
O 9.1713 10.4628 8.6971
H 10.0821 12.3957 8.6105
H 8.7829 12.0915 7.4441
H 8.3438 12.3529 9.1446
H 10.0691 10.1409 8.7766
C 7.4298 15.9104 11.3466
C 6.5691 14.6795 11.6767
O 5.2850 14.8265 11.0281
O 8.0838 15.8479 10.0591
H 8.2670 15.8349 12.0664
H 6.8467 16.8211 11.4710
H 6.4786 14.7390 12.7662
H 6.9858 13.6602 11.4641
H 4.6829 14.1788 11.4377
H 7.3517 15.7545 9.4202
C 8.7407 11.6274 12.7681
C 10.0543 11.7129 12.0682
O 11.0049 11.6225 13.1330
O 8.4435 12.7159 13.6319
H 8.6750 10.7014 13.2908
H 7.9277 11.5316 12.0397
H 10.1924 12.6360 11.4496
H 10.1900 10.7657 11.4338
H 11.9071 11.6852 12.7542
H 9.2408 12.8473 14.1880
C 8.2661 8.1759 6.3629
C 9.1579 7.2521 7.2343
O 10.1336 6.7009 6.3609
O 7.8861 7.3620 5.2292
H 8.8576 9.0467 6.0947
H 7.3937 8.5495 6.8629
H 8.4941 6.4796 7.6299
H 9.5548 7.8811 8.0376
H 10.4491 5.8395 6.6713
H 8.7116 6.9023 4.9563
```

## Properties
strongest force on any atom: 2.39 eV/A
charge: 0
energy relative to the best compared isomer or geometry (same formula, charge and spin): 60.99 kJ/mol
SMILES string: OCCO.OCCO.OCCO.CCO.CCO.CO.CO.CO.CO.CO
HOMO-LUMO gap: 10.1965 eV
E_HOMO: -0.358 hartree


[4]
C39H41AlGeN4O2SSi | ωB97M-V with the def2-TZVPD basis set

```
90
C39H41AlGeN4O2SSi | the OMol25 dataset | ωB97M-V with the def2-TZVPD basis set
Al 0.0473 -0.8014 -0.4676
C 2.6184 0.0280 6.7096
C 2.0486 -0.4974 5.4238
C 0.7854 -0.1018 4.9854
C 0.2493 -0.5947 3.8087
C 0.9936 -1.5040 3.0714
C 2.2576 -1.9115 3.4715
C 2.7728 -1.4021 4.6506
S 0.3851 -2.1768 1.5558
C -1.1508 -2.9191 2.0726
O 1.2769 -3.2347 1.0638
H 2.0659 0.8951 7.0680
H 3.6634 0.3120 6.5855
H 2.5781 -0.7379 7.4864
H 0.2130 0.6048 5.5746
H -0.7331 -0.2717 3.4814
H 2.8191 -2.6077 2.8636
H 3.7609 -1.7089 4.9710
H -0.8671 -3.7444 2.7253
H -1.6524 -3.2787 1.1760
H -1.7698 -2.1925 2.5953
N 2.5030 -2.9587 -2.4083
C 2.5638 -2.0406 -1.4377
O 1.4760 -1.3719 -1.1773
C 3.7116 -1.7227 -0.7381
C 4.9156 -2.4184 -1.0157
N 5.8375 -3.0346 -1.3292
C 3.5883 -0.7597 0.2894
N 3.3807 0.0339 1.1015
H 1.6036 -3.2437 -2.7536
H 3.3002 -3.5524 -2.5783
C 4.4992 1.6971 -3.0582
C 4.2997 2.3051 -1.8275
C 3.0311 2.3394 -1.2686
C 1.9469 1.7814 -1.9517
C 2.1606 1.1662 -3.1889
C 3.4295 1.1275 -3.7399
Ge 0.2172 1.8321 -1.1103
C -1.2777 2.2516 -2.2418
C -2.5933 2.1487 -1.7816
C -3.6534 2.4390 -2.6257
C -3.4109 2.8347 -3.9358
C -2.1081 2.9442 -4.4020
C -1.0453 2.6480 -3.5611
C 0.1793 2.6471 0.6402
C 1.0681 2.2757 1.6502
C 1.0194 2.9128 2.8827
C 0.0867 3.9144 3.1149
C -0.8046 4.2851 2.1149
C -0.7656 3.6494 0.8828
H 5.4919 1.6627 -3.4880
H 5.1336 2.7446 -1.2964
H 2.8914 2.7968 -0.2970
H 1.3365 0.7161 -3.7314
H 3.5901 0.6499 -4.6977
H -2.7982 1.8406 -0.7618
H -4.6696 2.3588 -2.2613
H -4.2401 3.0642 -4.5925
H -1.9200 3.2621 -5.4191
H -0.0320 2.7396 -3.9339
H 1.8267 1.5141 1.4893
H 1.7189 2.6235 3.6564
H 0.0556 4.4145 4.0746
H -1.5247 5.0731 2.2934
H -1.4662 3.9414 0.1095
C -1.2216 -3.7523 -2.3739
Si -1.8824 -2.0023 -2.4737
C -3.6259 -1.9947 -3.1297
C -0.8558 -0.9796 -3.6555
N -1.6491 -1.2666 -0.8667
C -2.6134 -0.9612 0.1158
C -3.8805 -1.5526 0.1465
C -4.7728 -1.2814 1.1723
C -4.4418 -0.4138 2.2060
C -3.1918 0.1816 2.1922
C -2.2972 -0.0890 1.1658
H -0.9811 -4.1413 -3.3677
H -1.9697 -4.4244 -1.9449
H -0.3261 -3.8377 -1.7498
H -3.5494 -2.2570 -4.1901
H -4.0945 -1.0104 -3.0702
H -4.2854 -2.7302 -2.6711
H -0.8218 -1.4661 -4.6347
H 0.1810 -0.8302 -3.3427
H -1.3145 0.0045 -3.7866
H -4.1692 -2.2520 -0.6209
H -5.7413 -1.7651 1.1616
H -5.1468 -0.2028 2.9980
H -2.9074 0.8821 2.9692
H -1.3568 0.4553 1.1885
```

## Properties
strongest force on any atom: 0.72 eV/A
charge: +1
2S+1: 2
expectation value of S²: 0.756
HOMO-LUMO gap (alpha / beta): 8.2709 / 5.2012 eV
E_HOMO (alpha / beta): -0.397 / -0.401 hartree


[5]
C24H31AuN5O2S7 | ωB97M-V with the def2-TZVPD basis set

```
70
C24H31AuN5O2S7 | the OMol25 dataset | ωB97M-V with the def2-TZVPD basis set
Au -0.2374 0.4234 1.7810
S -3.3846 -3.9051 7.0104
C -2.5990 -3.0262 5.8748
S -2.5231 -3.4655 4.1965
C -1.5168 -2.1348 3.6337
C -1.1562 -1.2206 4.6067
S -0.2029 0.1603 4.4047
S -1.7509 -1.5455 6.2254
S -1.0509 -2.1375 2.0152
C -3.0149 0.0692 -4.1881
C -1.8963 -0.7482 -3.5345
N -1.0839 0.0276 -2.6247
C -0.0306 0.8351 -3.2220
C -0.3037 2.3310 -3.0895
C -1.2549 0.0049 -1.2833
C -2.5080 -0.6051 -0.7260
N -0.4281 0.5183 -0.4510
H -3.6558 -0.5889 -4.7710
H -2.6008 0.8265 -4.8492
H -3.6142 0.5707 -3.4316
H -1.2342 -1.1416 -4.3137
H -2.3190 -1.6034 -3.0052
H 0.0232 0.5697 -4.2779
H 0.9349 0.5687 -2.7853
H -1.2435 2.5930 -3.5733
H 0.5048 2.8871 -3.5574
H -0.3670 2.6190 -2.0438
H -3.3744 -0.4145 -1.3550
H -2.6776 -0.1828 0.2629
H -2.3752 -1.6811 -0.6076
H 0.4689 0.8122 -0.8118
C -4.0277 4.0848 2.8219
C -2.9896 4.1668 1.6981
C -3.6852 4.2713 0.3361
C -2.0913 5.3919 1.9054
C -2.1794 2.9473 1.7394
C -1.5691 1.9159 1.8409
H -4.6560 4.9752 2.8285
H -3.5251 3.9962 3.7831
H -4.6555 3.2060 2.6871
H -4.3175 5.1591 0.3047
H -4.3013 3.3927 0.1557
H -2.9452 4.3399 -0.4595
H -2.6955 6.2998 1.9074
H -1.3551 5.4636 1.1068
H -1.5613 5.3199 2.8528
N 4.9671 -6.3452 -1.0113
C 4.5836 -5.0167 -1.0930
C 3.2298 -4.6824 -1.1825
C 2.8531 -3.3658 -1.3616
C 3.8211 -2.3834 -1.4514
C 5.1618 -2.6925 -1.3517
C 5.5470 -4.0083 -1.1696
S 3.2819 -0.7145 -1.8061
O 2.4993 -0.7962 -3.0170
O 4.4363 0.1548 -1.8529
N 2.2633 -0.3066 -0.6189
C 2.7437 -0.0637 0.5625
S 4.4946 -0.0976 0.9077
C 4.1349 0.3174 2.5561
C 2.8049 0.4600 2.7262
N 2.0350 0.2329 1.6302
H 4.2667 -6.9767 -0.6562
H 5.8912 -6.5187 -0.6489
H 2.4859 -5.4661 -1.1219
H 1.8169 -3.0795 -1.4455
H 5.8814 -1.8922 -1.4286
H 6.5933 -4.2735 -1.0990
H 4.9216 0.4308 3.2741
H 2.3155 0.7357 3.6436
```

## Properties
strongest force on any atom: 2.35 eV/A
charge: -1
2S+1: 3
expectation value of S²: 2.026
HOMO-LUMO gap (alpha / beta): 6.5334 / 5.7427 eV
E_HOMO (alpha / beta): -0.162 / -0.187 hartree


Q: strongest force on any atom of number 2 (C38H57N6O10P2S2SiZn)?
A: 1.40 eV/A